Record 1
Molecular formula: C24H34F2N9O4S
Method: DFT, ωB97M-V/def2-TZVPD

Results
Charge   +1
E_tot   -63300.542 eV

Positions of all 74 atoms, in Å:
C  -1.8936  2.7758  -1.7136
C  -0.5082  2.4585  -1.1390
C  0.4549  3.6410  -1.2832
C  1.9368  3.2249  -1.1283
C  2.5471  3.7076  0.1988
N  2.1468  2.7329  1.2259
C  1.0696  2.9112  1.9615
C  0.6185  1.9615  2.8730
N  -0.5711  2.1601  3.6452
C  -0.2776  2.8416  4.8739
O  0.7636  3.3447  5.1141
F  -1.2843  2.7913  5.7061
C  -1.5972  2.8593  2.9195
O  -1.8679  3.9977  3.0631
F  -2.1900  2.0629  2.0547
C  1.3627  0.8001  2.9894
C  0.9557  -0.3287  3.8901
S  0.8111  -1.8368  2.9029
O  2.1328  -2.2271  2.4992
O  -0.0133  -2.7796  3.5834
C  2.5117  0.7384  2.1729
N  2.9066  1.6552  1.3278
H  -2.4925  1.8725  -1.8018
H  -2.4424  3.4957  -1.1020
H  -1.7725  3.1915  -2.7149
H  -0.6674  2.2028  -0.0810
H  -0.1337  1.5699  -1.6484
H  0.1834  4.3924  -0.5347
H  0.3230  4.0581  -2.2801
H  1.9546  2.1352  -1.0987
H  2.5534  3.5136  -1.9739
H  3.6326  3.7394  0.1558
H  2.1896  4.6970  0.4757
H  0.5288  3.8409  1.8261
H  1.6935  -0.5142  4.6711
H  -0.0322  -0.1511  4.3099
H  0.1468  -1.3975  1.7955
H  3.1314  -0.1486  2.2240
C  -5.2589  0.0466  0.7722
C  -4.0276  -0.1568  0.0235
N  -3.0543  -0.3116  -0.5643
H  -5.1107  0.7771  1.5657
H  -6.0491  0.4130  0.1185
H  -5.5918  -0.8851  1.2271
C  -1.8718  -1.8079  -3.4127
C  -1.3888  -0.6980  -4.2208
N  -1.0076  0.1776  -4.8578
H  -2.0296  -1.4916  -2.3821
H  -2.8138  -2.1952  -3.7903
H  -1.1593  -2.6331  -3.4116
C  -6.8604  -3.2739  -1.3402
C  -5.5774  -3.3249  -2.0254
N  -4.5754  -3.3936  -2.5793
H  -6.8246  -2.5843  -0.4987
H  -7.6444  -2.9422  -2.0190
H  -7.1321  -4.2579  -0.9621
C  4.7271  -4.0902  1.1930
C  5.9627  -4.3504  0.4704
N  6.9389  -4.5515  -0.0971
H  4.8975  -3.4014  2.0188
H  3.9826  -3.6469  0.5343
H  4.3137  -5.0099  1.6045
C  3.8958  -0.3396  -3.4568
C  2.7554  0.5604  -3.4571
N  1.8459  1.2619  -3.4635
H  4.5374  -0.1540  -2.5965
H  3.5814  -1.3738  -3.4125
H  4.4961  -0.2035  -4.3562
C  0.7986  -3.8972  -0.9345
C  2.0189  -3.2752  -1.4266
N  2.9834  -2.7860  -1.8121
H  0.5869  -3.5778  0.0848
H  -0.0503  -3.6312  -1.5623
H  0.8948  -4.9817  -0.9328

Löwdin population analysis, charges in e, atoms 1 to 2: atom 1 (C): -0.100, atom 2 (C): -0.272

Record 2
Molecular formula: C24H34GeN2O4RhSe3
Method: DFT, ωB97M-V/def2-TZVPD

Results
ΔE to the lowest compared entry with this formula, charge and spin   19.6 kcal per mole
Charge   -1
E_tot   -292175.891 eV

Positions of all 69 atoms, in Å:
Rh  -0.1456  -0.9305  0.1099
O  -1.6277  -0.8827  -1.2546
C  -2.4721  0.0925  -1.3454
C  -3.4644  -0.0228  -2.3607
C  -4.3938  0.9551  -2.5974
C  -4.4157  2.1311  -1.8320
C  -3.4880  2.2625  -0.8277
C  -2.5186  1.2806  -0.5493
C  -1.6312  1.5765  0.5584
N  -0.6913  0.8060  0.9550
N  0.0837  1.1982  2.0424
C  1.0421  0.3272  2.2337
O  1.2921  -0.7195  1.5254
C  1.9770  0.5960  3.3702
C  3.1111  -0.1953  3.5146
C  3.9917  0.0344  4.5626
C  3.7422  1.0522  5.4716
C  2.6095  1.8449  5.3283
C  1.7300  1.6195  4.2815
H  -3.4356  -0.9270  -2.9555
H  -5.1164  0.8187  -3.3943
H  -5.1442  2.9079  -2.0221
H  -3.4898  3.1553  -0.2102
H  -1.7722  2.5144  1.0945
H  3.2805  -0.9894  2.7999
H  4.8720  -0.5871  4.6711
H  4.4268  1.2274  6.2927
H  2.4099  2.6387  6.0375
H  0.8435  2.2252  4.1549
O  -2.8957  -5.0681  0.4904
C  -1.6692  -4.6709  -0.1372
C  -0.5462  -4.6988  0.8920
C  -0.4903  -6.1244  1.4663
O  0.5311  -6.3151  2.4431
C  0.8060  -4.3953  0.2264
Se  0.8748  -2.8619  -0.9944
C  -0.7968  -3.7136  2.0486
Se  -1.5811  -1.9778  1.6395
H  -3.5629  -4.4272  0.2347
H  -1.7584  -3.6679  -0.5514
H  -1.4319  -5.3551  -0.9614
H  -0.3572  -6.8322  0.6362
H  -1.4292  -6.3607  1.9637
H  1.3526  -5.9804  2.0692
H  1.1255  -5.2505  -0.3769
H  1.5578  -4.2309  1.0010
H  0.1273  -3.5399  2.5963
H  -1.5170  -4.1434  2.7480
C  1.0961  4.6423  -4.6369
Ge  0.5205  3.3103  -3.3108
C  0.2732  4.1960  -1.5901
C  -1.1245  2.4538  -3.8904
C  1.9071  1.9254  -3.2211
Se  1.7279  0.7008  -1.7030
C  2.6189  1.8608  -0.4260
H  0.3382  5.4141  -4.7787
H  1.2827  4.1670  -5.6012
H  2.0187  5.1259  -4.3108
H  -0.5261  4.9339  -1.6791
H  1.1796  4.7084  -1.2645
H  -0.0125  3.4699  -0.8292
H  -1.9345  3.1763  -3.9940
H  -1.4331  1.7056  -3.1610
H  -0.9746  1.9569  -4.8507
H  2.9176  2.3306  -3.1636
H  1.8496  1.3198  -4.1266
H  2.1915  2.8601  -0.4766
H  3.6850  1.8905  -0.6415
H  2.4541  1.4555  0.5670

natural (NBO) population analysis, charges in e, atoms 1 to 2: atom 1 (Rh): 0.663, atom 2 (O): -0.682

Computed strongest force on any atom (hartree/bohr) in order:
0.021, 0.014